P:
Computed, not measured: an isolated ion of composition CH4N3O and charge +1, with ωB97M-V/def2-TZVPD.

Geometry as XYZ:
```
9
CH4N3O | OMol25 | ωB97M-V/def2-TZVPD
N 1.62 0.01 0.05
C 0.38 -0.41 0.03
N -0.71 0.36 0.02
N -1.89 -0.39 0.01
O -2.92 0.14 0.02
H 2.42 -0.62 -0.16
H 1.64 1.06 -0.04
H 0.06 -1.58 0.00
H -0.61 1.43 0.07
```

The value obtained for the HOMO energy is -15.318 eV. Its SMILES is N/C=[NH+]/N=O. The calculation puts the gap between HOMO and LUMO at 9.941 eV. The lowest unoccupied orbital energy is -5.38 eV. Its charge is +1.



Q:
Computed, not measured: a 2-piece molecular cluster, CH4N3O overall, with ωB97M-V/def2-TZVPD.

Geometry as XYZ:
```
9
CH4N3O | OMol25 | ωB97M-V/def2-TZVPD
C -0.16 -0.08 -0.07
N -3.17 -0.09 0.14
N 0.84 0.66 0.01
N -2.29 -0.05 0.92
O -3.69 -0.03 -0.85
H -0.36 -0.99 -0.56
H 1.54 0.68 -0.72
H 0.90 1.30 0.82
H -2.46 -0.52 1.78
```

The value obtained for the HOMO energy (spin up / spin down) is -13.869 / -12.749 eV. The calculation puts the gap between HOMO and LUMO (spin up / spin down) at 9.161 / 7.277 eV. The lowest unoccupied orbital energy (spin up / spin down) is -4.71 / -5.47 eV. Its charge is +1.



Winner for stability: P



P:
Computed, not measured: an isolated ion of composition C2H3O3 and charge -1, with ωB97M-V/def2-TZVPD.

Geometry as XYZ:
```
8
C2H3O3 | OMol25 | ωB97M-V/def2-TZVPD
C 0.07 0.17 0.07
O 1.37 0.81 -0.03
C 2.52 -0.10 0.01
O 3.59 0.54 0.06
O 2.25 -1.29 -0.15
H -0.51 0.23 -0.87
H -0.35 0.62 0.99
H 0.41 -0.95 0.13
```

The value obtained for the HOMO energy is -4.182 eV. Its SMILES is COC(=O)[O-]. The calculation puts the gap between HOMO and LUMO at 8.606 eV. The lowest unoccupied orbital energy is 4.42 eV. Its charge is -1.



Q:
Computed, not measured: a 2-piece molecular cluster, C2H3O3 overall, with ωB97M-V/def2-TZVPD.

Geometry as XYZ:
```
8
C2H3O3 | OMol25 | ωB97M-V/def2-TZVPD
C 1.96 -0.47 -0.37
C -1.17 0.30 0.15
O 1.73 0.64 -0.21
O 2.23 -1.58 -0.37
O -0.95 -0.63 -0.73
H -1.49 -0.07 1.22
H -2.02 1.07 -0.07
H -0.28 0.74 0.38
```

The value obtained for the HOMO energy is -1.856 eV. The calculation puts the gap between HOMO and LUMO at 5.562 eV. The lowest unoccupied orbital energy is 3.71 eV. Its charge is -1.



Winner for stability: P



P:
Computed, not measured: a 2-piece molecular cluster, C15H18O overall, with ωB97M-V/def2-TZVPD.

Geometry as XYZ:
```
34
C15H18O | OMol25 | ωB97M-V/def2-TZVPD
C 0.10 -3.63 -0.82
C 0.80 -2.36 -0.31
C -0.23 -1.48 0.35
C -1.05 -0.70 -0.44
C -2.22 -0.17 0.09
C -2.43 -0.28 1.46
O -3.60 0.16 2.03
C -1.52 -0.85 2.32
C -0.37 -1.37 1.73
H -0.59 -4.08 -0.10
H 0.80 -4.43 -1.08
H -0.47 -3.38 -1.70
H 1.73 -2.50 0.23
H 1.08 -1.79 -1.22
H -0.77 -0.79 -1.49
H -2.90 0.32 -0.59
H -4.23 0.56 1.42
H -1.60 -0.77 3.39
H 0.35 -1.98 2.27
C -0.65 2.13 -1.77
C 0.54 1.88 -0.88
C 0.49 2.23 0.47
C 1.61 2.09 1.26
C 2.85 1.84 0.68
C 2.91 1.63 -0.69
C 1.74 1.45 -1.42
H -0.68 3.23 -1.77
H -1.63 1.87 -1.37
H -0.60 1.77 -2.80
H -0.46 2.54 0.88
H 1.52 2.14 2.34
H 3.79 2.01 1.18
H 3.87 1.60 -1.20
H 1.82 1.10 -2.44
```

The value obtained for the HOMO energy is -8.232 eV. Its SMILES is CCc1ccc(O)cc1.Cc1ccccc1. The calculation puts the gap between HOMO and LUMO at 8.999 eV. The lowest unoccupied orbital energy is 0.77 eV.



Q:
Computed, not measured: a 2-piece molecular cluster, C15H18O overall, with ωB97M-V/def2-TZVPD.

Geometry as XYZ:
```
34
C15H18O | OMol25 | ωB97M-V/def2-TZVPD
C 1.55 3.92 2.35
C 0.60 2.84 2.99
C -0.25 2.07 1.99
C -1.62 1.92 1.99
C -2.31 1.19 1.00
C -1.53 0.85 -0.19
O -2.06 0.01 -1.06
C -0.13 1.19 -0.29
C 0.53 1.56 0.92
H 2.19 4.06 3.12
H 0.92 4.71 1.85
H 1.91 3.54 1.40
H 1.05 2.10 3.81
H -0.11 3.51 3.43
H -2.31 2.23 2.83
H -3.38 0.94 0.88
H -1.53 -0.75 -1.28
H 0.49 1.26 -1.20
H 1.69 1.78 0.85
C 2.73 -1.51 -0.38
C 1.49 -2.06 -1.07
C 0.45 -2.59 -0.32
C -0.88 -2.77 -0.85
C -0.99 -2.73 -2.22
C 0.18 -2.63 -3.05
C 1.40 -2.21 -2.47
H 3.59 -1.34 -0.95
H 3.03 -2.30 0.36
H 2.29 -0.74 0.24
H 0.56 -2.69 0.75
H -1.60 -2.99 -0.06
H -1.92 -3.21 -2.62
H 0.16 -2.65 -4.18
H 2.11 -1.77 -3.12
```

The value obtained for the HOMO energy is -7.955 eV. Its SMILES is CCc1ccc(O)cc1.Cc1ccccc1. The calculation puts the gap between HOMO and LUMO at 8.794 eV. The lowest unoccupied orbital energy is 0.84 eV.



Winner for stability: P



P:
Computed, not measured: the molecule C3H4N3O2P, with ωB97M-V/def2-TZVPD.

Geometry as XYZ:
```
13
C3H4N3O2P | OMol25 | ωB97M-V/def2-TZVPD
C -1.70 -1.04 -0.40
C -0.91 -1.09 0.79
C -0.23 0.49 -1.23
N -1.26 -0.16 -1.32
N 0.20 -0.39 0.81
N 0.46 1.62 -1.62
O 0.30 1.86 -2.79
O 1.10 2.23 -0.81
P 1.37 0.38 1.81
H -2.56 -1.78 -0.59
H -1.25 -1.81 1.61
H 2.49 0.25 0.90
H 1.98 -0.57 2.84
```

The value obtained for the HOMO energy (spin up / spin down) is -8.392 / -8.394 eV. The calculation puts the gap between HOMO and LUMO (spin up / spin down) at 7.157 / 7.162 eV. The lowest unoccupied orbital energy (spin up / spin down) is -1.23 / -1.23 eV.



Q:
Computed, not measured: the molecule C3H4N3O2P, with ωB97M-V/def2-TZVPD.

Geometry as XYZ:
```
13
C3H4N3O2P | OMol25 | ωB97M-V/def2-TZVPD
C -0.18 -1.64 0.32
C -1.34 -0.78 0.18
C 1.92 -0.56 -0.43
N 0.95 -1.06 0.07
N -1.21 0.49 0.04
N 2.95 0.19 -0.10
O 4.03 -0.23 0.17
O 2.59 1.40 -0.05
P -2.23 1.68 0.24
H -0.31 -2.70 0.58
H -2.31 -1.24 0.13
H -3.32 1.76 -0.58
H -1.53 2.70 -0.60
```

The value obtained for the HOMO energy is -8.503 eV. The calculation puts the gap between HOMO and LUMO at 7.079 eV. The lowest unoccupied orbital energy is -1.42 eV.



Winner for stability: P



P:
Computed, not measured: C3H2N4 as an isolated structure, with ωB97M-V/def2-TZVPD.

Geometry as XYZ:
```
9
C3H2N4 | OMol25 | ωB97M-V/def2-TZVPD
C 2.62 0.00 -0.03
C 1.39 -0.23 0.00
C -0.01 -0.24 -0.19
H 3.67 -0.29 0.25
H -2.54 1.23 0.07
N -0.83 -1.23 -0.10
N -2.01 -0.71 0.12
N -1.75 0.53 -0.09
N -0.53 0.93 -0.02
```

The value obtained for the HOMO energy is -9.931 eV. The calculation puts the gap between HOMO and LUMO at 10.633 eV. The lowest unoccupied orbital energy is 0.70 eV.



Q:
Computed, not measured: the molecule C3H2N4, with ωB97M-V/def2-TZVPD.

Geometry as XYZ:
```
9
C3H2N4 | OMol25 | ωB97M-V/def2-TZVPD
N 2.51 -0.48 -0.15
C 1.36 -0.39 -0.30
C 0.83 1.96 0.49
C -0.01 -0.67 -0.58
N -1.09 -0.29 0.09
N -1.33 0.74 0.86
N -0.23 1.53 0.81
H -0.11 -1.53 -1.23
H -1.90 -0.88 0.00
```

The value obtained for the HOMO energy (spin up / spin down) is -9.278 / -9.276 eV. The calculation puts the gap between HOMO and LUMO (spin up / spin down) at 8.349 / 8.347 eV. The lowest unoccupied orbital energy (spin up / spin down) is -0.93 / -0.93 eV.



Winner for stability: P



P:
Computed, not measured: the molecule C3H5NO2S, with ωB97M-V/def2-TZVPD.

Geometry as XYZ:
```
12
C3H5NO2S | OMol25 | ωB97M-V/def2-TZVPD
C -0.13 -0.80 0.00
C -1.99 0.69 -0.22
C 1.33 -0.78 0.42
N -0.84 -1.78 -0.27
O -4.52 -0.06 -0.54
O -0.67 0.47 0.19
S -3.51 -0.15 0.50
H -2.26 1.79 -0.18
H -1.90 0.64 -1.38
H 1.52 -1.71 0.77
H 1.47 -0.22 1.26
H 1.89 -0.30 -0.27
```

The value obtained for the HOMO energy (spin up / spin down) is -10.086 / -8.911 eV. The calculation puts the gap between HOMO and LUMO (spin up / spin down) at 9.203 / 7.812 eV. The lowest unoccupied orbital energy (spin up / spin down) is -0.88 / -1.10 eV.



Q:
Computed, not measured: the molecule C3H5NO2S, with ωB97M-V/def2-TZVPD.

Geometry as XYZ:
```
12
C3H5NO2S | OMol25 | ωB97M-V/def2-TZVPD
C 0.91 0.89 0.70
C -0.03 1.88 0.13
C 0.86 -0.58 0.49
N -1.11 1.27 -0.55
O 0.03 3.07 0.35
O 3.09 0.80 1.99
S 2.10 1.70 1.43
H 0.51 -1.00 -0.58
H 0.16 -0.91 1.16
H 1.78 -1.09 0.71
H -0.84 0.45 -1.01
H -1.63 1.91 -1.11
```

The value obtained for the HOMO energy is -9.688 eV. The calculation puts the gap between HOMO and LUMO at 8.981 eV. The lowest unoccupied orbital energy is -0.71 eV.



R:
Computed, not measured: C3H5NO2S as an isolated structure, with ωB97M-V/def2-TZVPD.

Geometry as XYZ:
```
12
C3H5NO2S | OMol25 | ωB97M-V/def2-TZVPD
C 1.01 1.10 0.09
C -0.72 -0.66 -0.23
C 0.24 -1.77 0.10
H 1.65 0.25 -0.06
H 1.34 1.82 -0.62
H 1.19 1.54 1.09
H -2.16 0.91 -0.58
H -0.11 -2.80 1.02
N -0.33 0.61 -0.20
O -1.25 1.62 -0.12
O 1.47 -1.63 -0.40
S -2.33 -0.97 -0.09
```

The value obtained for the HOMO energy is -9.062 eV. The calculation puts the gap between HOMO and LUMO at 7.901 eV. The lowest unoccupied orbital energy is -1.16 eV.



S:
Computed, not measured: a 2-piece molecular cluster, C3H5NO2S overall, with ωB97M-V/def2-TZVPD.

Geometry as XYZ:
```
12
C3H5NO2S | OMol25 | ωB97M-V/def2-TZVPD
C 0.84 0.10 -0.77
C -2.86 -0.02 -0.09
C 1.96 0.89 -0.03
N -3.12 -0.71 0.81
O -2.78 0.77 -0.94
O 1.38 -1.74 0.94
S 0.65 -1.42 -0.32
H 2.47 1.76 -0.51
H 2.90 0.27 0.28
H 1.44 1.18 0.92
H 0.33 0.43 -1.69
H -3.21 -1.51 1.40
```

The value obtained for the HOMO energy is -9.589 eV. The calculation puts the gap between HOMO and LUMO at 9.660 eV. The lowest unoccupied orbital energy is 0.07 eV.



Winner for stability: Q